Entry 1:
Molecular formula: C28H35N5O
Method: DFT, ωB97M-V/def2-TZVPD

Structure (XYZ):
```
69
Properties=species:S:1:pos:R:3
O 0.5373 -3.5888 -0.2918
C -0.2991 -3.1778 -1.0681
N -0.8509 -3.9479 -2.0331
C -0.5696 -5.3568 -2.1725
C -1.7358 -6.2387 -1.6961
C -1.9408 -6.1083 -0.2095
C -1.2385 -6.8357 0.6479
C -1.3407 -6.7273 2.1368
C -2.5774 -5.9424 2.5629
C -2.7036 -4.6921 1.7014
C -2.9519 -5.0951 0.2515
C -0.7698 -1.7272 -1.0736
C -1.0530 -1.2620 0.3570
C -1.3461 0.2412 0.3769
N -0.2970 1.0550 -0.2060
C 0.8895 1.1777 0.6361
C 1.7758 2.2687 0.1374
C 2.9777 2.1578 -0.5828
N 3.4909 3.3375 -0.8519
N 2.6465 4.2431 -0.3448
C 2.8946 5.6112 -0.5398
C 4.2111 6.0575 -0.5223
C 4.4835 7.3970 -0.7270
C 3.4497 8.2923 -0.9476
C 2.1409 7.8405 -0.9839
C 1.8558 6.5014 -0.7898
C 1.5951 3.6361 0.2764
N 0.6127 4.3201 0.9701
C 0.8092 5.3645 1.8320
C -0.4005 5.7262 2.3493
C -1.3715 4.8713 1.7829
C -0.7195 4.0135 0.9452
C -0.0148 0.6245 -1.5623
C 0.3421 -0.8618 -1.6801
H -1.5744 -3.5652 -2.6211
H 0.3131 -5.5582 -1.5623
H -0.3438 -5.5725 -3.2222
H -2.6460 -5.9549 -2.2305
H -1.4968 -7.2723 -1.9513
H -0.5112 -7.5476 0.2797
H -0.4399 -6.2238 2.5037
H -1.3533 -7.7271 2.5792
H -3.4684 -6.5610 2.4323
H -2.5051 -5.6741 3.6187
H -1.7724 -4.1250 1.7583
H -3.5175 -4.0578 2.0603
H -3.9560 -5.5242 0.1522
H -2.9128 -4.2133 -0.3928
H -1.6787 -1.6211 -1.6776
H -0.1842 -1.4901 0.9763
H -1.9083 -1.8041 0.7646
H -2.2588 0.4354 -0.1989
H -1.5176 0.5777 1.4023
H 1.4742 0.2480 0.6970
H 0.5414 1.4316 1.6427
H 3.4821 1.2651 -0.8960
H 5.0002 5.3416 -0.3554
H 5.5059 7.7434 -0.7102
H 3.6637 9.3394 -1.0998
H 1.3341 8.5326 -1.1725
H 0.8363 6.1524 -0.8422
H 1.7900 5.7555 2.0190
H -0.5767 6.5118 3.0572
H -2.4259 4.8916 1.9758
H -1.0769 3.2132 0.3284
H -0.9123 0.8279 -2.1575
H 0.7992 1.2361 -1.9575
H 1.2734 -1.0669 -1.1497
H 0.4912 -1.1194 -2.7308
```

Lowest unoccupied orbital energy in eV: 0.652
Structure (SMILES): O=C(NCCC1=CCCCC1)C1CCN(Cc2cnn(-c3ccccc3)c2-n2cccc2)CC1
Highest occupied orbital energy in eV: -8.36
DFT total energy in eV: -39102.2114
Gap between HOMO and LUMO in eV: 9.012



Entry 2:
Molecular formula: CNO6S4
Method: DFT, ωB97M-V/def2-TZVPD

Structure (XYZ):
```
12
Properties=species:S:1:pos:R:3
C 3.2792 -0.6524 -0.2659
N 3.6200 -1.5695 -0.9334
O -3.4961 0.8393 1.4542
O 1.1724 -1.3837 1.2623
O -3.0038 0.4230 -0.9961
O 0.6491 -0.3015 -0.9001
O -0.7562 1.8618 -0.8798
O -1.2962 -0.1733 0.5774
S 3.0576 0.7127 0.5458
S 0.8193 -0.1254 0.7241
S -3.0675 -0.1304 0.4758
S -0.9779 0.4994 -1.0642
```

Lowest unoccupied orbital energy in eV: 2.962
Total charge: -1
Highest occupied orbital energy in eV: -5.78
DFT total energy in eV: -58151.7370
Gap between HOMO and LUMO in eV: 8.742



Entry 3:
Molecular formula: C3H4N2
Method: DFT, ωB97M-V/def2-TZVPD

Structure (XYZ):
```
9
Properties=species:S:1:pos:R:3
C 0.7668 -0.2593 0.9014
C 0.8177 -0.2468 -0.5099
N -0.3501 0.2196 -0.8659
C -1.1568 0.3504 0.2751
N -0.4530 0.0966 1.3338
H 1.5870 -0.3523 1.6165
H 1.5491 -0.7895 -1.0798
H -0.6828 0.2054 -1.8509
H -2.0779 0.7760 0.1797
```

Lowest unoccupied orbital energy in eV: 0.892
Structure (SMILES): c1c[nH]cn1
Highest occupied orbital energy in eV: -8.55
DFT total energy in eV: -6155.3619
Gap between HOMO and LUMO in eV: 9.439



Entry 4:
Molecular formula: C5H7Cl2N3O3
Method: DFT, ωB97M-V/def2-TZVPD

Structure (XYZ):
```
20
Properties=species:S:1:pos:R:3
H -0.3043 -1.6487 -1.8645
N -0.9287 -0.9590 -1.4555
C -1.3452 -1.0886 -0.3000
Cl -1.0723 -2.5506 0.5796
C -2.2558 -0.1899 0.3872
Cl -4.0037 -0.4256 -0.1734
C -2.2036 1.2890 -0.1154
O -2.1549 2.2505 0.5891
H -2.1847 -0.2098 1.4091
H -2.5075 1.4204 -1.2282
H 2.9728 1.6325 0.1120
N 3.1871 0.8520 -0.4717
C 2.3285 -0.0377 -0.2733
N 2.2735 -1.2891 -0.7607
O 1.2555 0.0610 0.7429
C 1.0323 1.1366 1.4279
O 0.3980 1.0694 2.4577
H 2.6806 -1.6752 -1.6174
H 1.4626 -1.8109 -0.4345
H 1.3699 2.1735 0.9891
```

Lowest unoccupied orbital energy in eV: -0.352
Structure (SMILES): [H]/N=C(\Cl)[C@H](Cl)C=O.[H]/N=C(/N)OC=O
Highest occupied orbital energy in eV: -10.28
DFT total energy in eV: -40954.4542
Gap between HOMO and LUMO in eV: 9.923



Entry 5:
Molecular formula: C30H47NO4SSi5TcTe
Method: DFT, ωB97M-V/def2-TZVPD

Structure (XYZ):
```
90
Properties=species:S:1:pos:R:3
Tc -0.3992 0.5108 -0.5673
C 3.4989 -4.0814 -4.9131
C 3.1240 -2.9486 -4.0090
C 4.0384 -2.4171 -3.1039
C 3.6746 -1.3782 -2.2665
C 2.3902 -0.8659 -2.3255
C 1.4677 -1.3884 -3.2123
C 1.8370 -2.4239 -4.0524
S 2.0131 0.5554 -1.2898
O 0.8557 1.2358 -1.9428
O 3.1913 1.3618 -1.2441
N 1.4334 0.1244 0.0799
C 1.5451 -1.1575 0.6541
C 0.1502 -1.5853 1.1790
O 0.0202 -2.5816 1.8552
O -0.8285 -0.8206 0.8201
H 4.5763 -4.1431 -5.0430
H 3.0335 -3.9721 -5.8907
H 3.1512 -5.0197 -4.4799
H 5.0440 -2.8106 -3.0625
H 4.3761 -0.9369 -1.5742
H 0.4700 -0.9708 -3.2713
H 1.1233 -2.8201 -4.7602
H 2.2534 -1.1890 1.4937
H 1.8775 -1.9128 -0.0815
C 3.2934 3.2242 2.3017
C 3.0717 4.0273 1.1959
C 1.8741 3.9402 0.5066
C 0.8805 3.0688 0.9203
C 1.1151 2.2724 2.0345
C 2.3113 2.3400 2.7215
Si -0.7206 2.8151 -0.0272
C -2.0639 3.6756 1.0047
C -2.4367 3.2084 2.2579
C -3.2715 3.9437 3.0814
C -3.7536 5.1712 2.6594
C -3.4031 5.6457 1.4057
C -2.5576 4.9092 0.5967
H 4.2352 3.2757 2.8328
H 3.8393 4.7158 0.8700
H 1.7135 4.5482 -0.3741
H 0.3536 1.5677 2.3478
H 2.4819 1.7011 3.5774
H -0.7775 3.6382 -1.2783
H -2.0623 2.2531 2.5956
H -3.5386 3.5675 4.0577
H -4.3967 5.7523 3.3047
H -3.7791 6.5977 1.0599
H -2.2635 5.2974 -0.3678
C -5.8707 3.1855 -2.2679
Si -6.3903 2.1856 -0.7258
C -8.2858 1.8653 -0.8485
C -6.1247 3.2726 0.8297
Si -5.0852 0.1465 -0.4475
Te -2.7847 0.8085 -1.3298
Si -5.9152 -1.6055 -1.9118
C -7.7955 -1.9682 -1.7279
C -5.5928 -1.1766 -3.7542
C -4.9700 -3.2170 -1.4663
Si -5.2479 -0.6200 1.8564
C -7.1344 -0.6194 2.2089
C -4.5574 -2.3748 2.2029
C -4.3988 0.5336 3.1244
H -6.3629 4.1489 -2.3351
H -6.0942 2.6283 -3.1689
H -4.7999 3.3544 -2.2492
H -8.8444 2.7662 -0.6161
H -8.5976 1.0934 -0.1544
H -8.5785 1.5540 -1.8444
H -6.5003 4.2849 0.7175
H -5.0642 3.3488 1.0363
H -6.6051 2.8381 1.6993
H -8.3798 -1.0720 -1.8932
H -8.0360 -2.3330 -0.7365
H -8.1322 -2.7173 -2.4380
H -6.3198 -0.4617 -4.1211
H -5.6282 -2.0449 -4.4050
H -4.6113 -0.7188 -3.8442
H -5.4204 -3.7134 -0.6140
H -3.9477 -2.9682 -1.1991
H -4.9371 -3.9355 -2.2789
H -7.6681 -1.1534 1.4334
H -7.5260 0.3898 2.2327
H -7.3718 -1.0850 3.1594
H -5.0218 -3.1234 1.5712
H -4.7134 -2.6773 3.2359
H -3.4873 -2.4027 2.0203
H -4.6496 1.5723 2.9440
H -3.3215 0.4303 3.0430
H -4.6691 0.3001 4.1504
```

Lowest unoccupied orbital energy (spin up / spin down) in eV: -0.284 / -1.128
2S+1: 4
Highest occupied orbital energy (spin up / spin down) in eV: -7.60 / -7.95
DFT total energy in eV: -101270.0113
Gap between HOMO and LUMO (spin up / spin down) in eV: 7.319 / 6.822



Entry 6:
Molecular formula: C6H14S
Method: DFT, ωB97M-V/def2-TZVPD

Structure (XYZ):
```
21
Properties=species:S:1:pos:R:3
C -0.8895 0.6931 -2.2405
C 1.0294 -1.4735 -1.3421
C 1.0126 1.4520 1.6310
C -1.5850 -1.2157 0.4428
C 0.5224 0.0189 1.4908
C -0.6860 -0.0202 0.4047
S 0.2670 0.0550 -1.2041
H -1.2099 1.6850 -1.9093
H -0.5560 0.8291 -3.2676
H 2.0262 -1.3033 -1.7387
H 0.3687 -2.0469 -2.0296
H 0.5928 2.0353 0.7999
H 0.7430 1.9378 2.6069
H 2.0475 1.3726 1.6385
H -1.0526 -2.1555 0.4531
H -2.2301 -1.2078 1.2963
H -2.3559 -1.4421 -0.4085
H 1.3043 -0.5927 1.0911
H 0.2449 -0.2963 2.4925
H -1.1245 0.9571 0.4312
H 1.5307 0.7182 -0.6385
```

Lowest unoccupied orbital energy (spin up / spin down) in eV: 0.628 / -2.091
2S+1: 3
Highest occupied orbital energy (spin up / spin down) in eV: -4.79 / -7.94
DFT total energy in eV: -17274.7139
Gap between HOMO and LUMO (spin up / spin down) in eV: 5.418 / 5.851